Record 1
Molecular formula: C35H36BrF3N7O3RuSe2
Method: DFT, ωB97M-V with the def2-TZVPD basis set

XYZ file:
```
88
Properties=species:S:1:pos:R:3:lowdin_spin:R:1
Ru 0.6620 0.8472 0.9139 0.0543
O -3.9466 -1.8573 4.3019 0.0000
C -5.1449 -1.1108 4.2934 0.0000
C -5.0777 0.1154 3.3780 0.0000
C -6.5462 0.6045 3.2985 0.0000
O -6.7524 1.7359 2.4773 0.0000
C -4.6045 -0.2011 1.9617 -0.0002
Se -2.6443 -0.3346 1.8104 0.0000
C -4.2158 1.2515 3.9309 0.0000
Se -2.3098 0.8630 3.7959 -0.0001
H -4.0924 -2.6516 4.8233 0.0000
H -5.3981 -0.7639 5.3046 0.0000
H -5.9742 -1.7380 3.9393 0.0000
H -6.9136 0.7887 4.3154 0.0000
H -7.1591 -0.1865 2.8638 0.0000
H -6.4125 2.5194 2.9190 0.0000
H -4.9101 0.6013 1.2950 0.0000
H -5.0221 -1.1406 1.5984 0.0000
H -4.4444 1.4657 4.9760 0.0000
H -4.3817 2.1526 3.3407 0.0000
C 4.0387 4.8867 2.9643 0.0008
C 3.1644 5.2074 1.9340 0.0004
C 2.6248 4.2074 1.1364 0.0077
C 2.9582 2.8813 1.3776 0.0310
C 3.8482 2.5584 2.3948 0.0119
C 4.3856 3.5604 3.1875 0.0019
N 2.4088 1.8291 0.5868 0.4021
N 3.2121 1.5643 -0.4355 0.2454
C 3.2138 0.2750 -0.8444 0.0409
C 3.9373 -0.0676 -2.0131 0.0428
C 4.0714 -1.3875 -2.3477 0.0100
C 3.4757 -2.3739 -1.5467 0.0680
C 2.7532 -1.9496 -0.4513 -0.0027
N 2.6027 -0.6723 -0.1037 0.0759
H 4.4605 5.6694 3.5823 0.0001
H 2.9031 6.2416 1.7479 0.0002
H 1.9358 4.4349 0.3343 -0.0001
H 4.1111 1.5181 2.5483 0.0002
H 5.0775 3.3063 3.9813 0.0004
H 4.3889 0.7250 -2.5933 0.0022
H 4.6426 -1.6655 -3.2261 -0.0008
H 3.5768 -3.4277 -1.7671 0.0046
H 2.2512 -2.6741 0.1864 -0.0014
C 2.2885 -5.6442 -4.6291 0.0000
C 1.4622 -4.4487 -5.0179 0.0001
C 1.8960 -3.1556 -4.7619 0.0002
C 1.1410 -2.0443 -5.1112 0.0002
C -0.0938 -2.2191 -5.7189 0.0000
N -0.9265 -1.1432 -6.1030 0.0000
C -0.9397 0.1731 -5.7041 0.0000
O -1.3442 1.0469 -6.4457 0.0000
N -0.5107 0.4893 -4.4258 -0.0001
C -0.5689 -0.2366 -3.2315 -0.0001
C -1.1683 -1.4804 -3.0802 0.0004
C -1.1310 -2.0824 -1.8340 -0.0003
C -0.5438 -1.4242 -0.7730 -0.0001
N -0.0297 -0.1982 -0.8999 0.0024
C -0.0160 0.3663 -2.1037 0.0010
C -0.5442 -3.5106 -5.9851 0.0001
C 0.2290 -4.6054 -5.6462 0.0000
H 3.2326 -5.3383 -4.1796 0.0000
H 2.5144 -6.2682 -5.4953 0.0000
H 1.7595 -6.2679 -3.9061 0.0000
H 2.8520 -3.0016 -4.2798 0.0001
H 1.5189 -1.0515 -4.9068 0.0001
H -1.4122 -1.2505 -6.9799 0.0000
H -0.4369 1.4906 -4.3197 0.0000
H -1.6523 -1.9732 -3.9101 0.0000
H -1.5645 -3.0614 -1.6847 0.0000
H -0.5000 -1.8693 0.2132 -0.0002
H 0.4331 1.3484 -2.1718 0.0006
H -1.5090 -3.6507 -6.4589 0.0000
H -0.1377 -5.6014 -5.8673 0.0000
F -1.5705 2.1958 -0.2800 0.0025
C -0.3206 2.4593 0.2280 0.0010
F 0.3133 3.0898 -0.8280 0.0008
F -0.5528 3.5038 1.1010 -0.0006
Br 1.1324 -1.2602 2.9434 0.0009
C 1.1656 0.4483 3.7516 -0.0017
C 1.5086 0.5757 5.0819 0.0002
C 1.4834 1.8493 5.6239 -0.0016
C 1.1066 2.9111 4.8198 0.0002
C 0.7890 2.6783 3.4966 -0.0014
N 0.8248 1.4525 2.9471 -0.0003
H 1.7719 -0.2962 5.6611 0.0001
H 1.7479 2.0039 6.6616 -0.0001
H 1.0711 3.9217 5.1995 0.0001
H 0.4777 3.4713 2.8400 -0.0001
```

Computed properties:
- Electronic energy: -9735.673034 Ha
- LUMO energy (alpha / beta): 0.069 / 0.081 eV
- Spin multiplicity: 2
- HOMO-LUMO gap (alpha / beta): 5.93 / 7.25 eV

Record 2
Molecular formula: C26H14Cl52N2O
Method: DFT, ωB97M-V with the def2-TZVPD basis set

XYZ file:
```
95
Properties=species:S:1:pos:R:3:lowdin_charge:R:1
C -2.5758 1.2628 -3.8564 -0.0370
C -2.2690 0.1794 -4.9809 -0.3815
O -2.1709 -1.1496 -4.4462 -0.0828
C -1.1126 0.5823 -5.9620 -0.0707
C 0.3707 0.6582 -5.3923 -0.3229
C 1.2128 -0.3598 -6.2170 -0.1705
N 1.9593 -0.9335 -6.8771 0.1823
C 0.5720 0.2786 -3.8848 -0.1379
C 2.0945 0.3840 -3.5839 -0.2155
N 3.2206 0.4164 -3.3584 0.1695
C 0.9009 2.1225 -5.6536 -0.1544
C 0.4344 3.2248 -4.8140 -0.0337
C 0.8748 4.5937 -5.0500 -0.0590
C 1.7830 4.8810 -6.1409 -0.0784
C 2.2427 3.7768 -6.9506 -0.2310
C 1.8204 2.3964 -6.7341 -0.0158
H -2.0949 1.0076 -2.8792 0.0720
H -2.2847 2.2712 -4.2430 0.0736
H -3.6792 1.3117 -3.6626 0.0863
H -3.2090 0.1622 -5.6008 0.1441
H -1.8271 -1.1318 -3.5390 0.0188
H -1.1291 -0.1542 -6.8108 0.1299
H -1.3693 1.5755 -6.4161 0.1313
H 0.0866 1.0101 -3.2016 0.0479
H 0.3144 -0.7831 -3.6502 0.0389
H -0.2746 3.0859 -3.9703 0.0792
H 0.5052 5.4413 -4.4365 0.1036
H 2.1090 5.9260 -6.3428 0.1083
H 2.9731 4.0119 -7.7990 0.0046
H 2.2273 1.6315 -7.4305 0.1071
C 0.0188 -3.3861 -1.7525 -1.9889
Cl -0.3015 -1.7111 -1.2522 0.5569
Cl -1.1460 -4.4579 -0.9586 0.5006
Cl -0.1400 -3.5129 -3.5120 0.5835
Cl 1.6604 -3.8443 -1.2789 0.5198
C -3.6782 -6.8270 1.3721 -2.0180
Cl -4.7676 -8.2223 1.3313 0.5344
Cl -3.5571 -6.0995 -0.2380 0.4935
Cl -4.3103 -5.6184 2.5014 0.5121
Cl -2.0639 -7.3501 1.8921 0.5007
C -1.6781 -4.5178 5.8577 -2.0246
Cl -3.2988 -4.8897 6.4685 0.5003
Cl -1.3977 -5.3698 4.3327 0.4835
Cl -1.5371 -2.7787 5.5523 0.4975
Cl -0.4688 -5.0178 7.0534 0.5277
C 4.3078 -7.3443 -1.8164 -2.0242
Cl 5.1769 -8.3537 -2.9821 0.4874
Cl 3.5408 -8.3797 -0.5971 0.5133
Cl 5.4458 -6.2417 -1.0230 0.5265
Cl 3.0647 -6.4029 -2.6566 0.5002
C 5.5878 -12.3545 -3.6804 -2.0350
Cl 4.6200 -11.3905 -2.5548 0.4822
Cl 6.2140 -11.3053 -4.9657 0.5125
Cl 6.9424 -13.0957 -2.8113 0.5206
Cl 4.5783 -13.6239 -4.3941 0.5203
C -6.2990 -5.1585 9.5598 -2.0445
Cl -6.5771 -3.4456 9.9161 0.5184
Cl -7.3984 -6.1508 10.5319 0.5205
Cl -6.5986 -5.4595 7.8384 0.5031
Cl -4.6228 -5.5786 9.9495 0.5096
C -0.3076 1.3141 6.4470 -2.0227
Cl -1.9586 1.9513 6.5341 0.5087
Cl -0.2443 -0.2766 7.2241 0.4994
Cl 0.1719 1.1409 4.7473 0.4965
Cl 0.7998 2.4266 7.2689 0.5140
C -2.4595 3.4748 10.1923 -2.0137
Cl -2.5566 4.3648 11.7269 0.5017
Cl -4.0141 2.6936 9.8563 0.4909
Cl -2.0715 4.6026 8.8821 0.5119
Cl -1.1943 2.2410 10.3079 0.5164
C 6.2670 4.5529 -7.6308 -1.9849
Cl 7.0150 3.6353 -8.9503 0.5255
Cl 4.7364 3.7752 -7.1563 0.6571
Cl 7.3690 4.5978 -6.2422 0.5157
Cl 5.9355 6.2066 -8.1752 0.5237
C 0.3481 2.7138 0.5941 -1.9760
Cl -1.3033 3.3502 0.6646 0.5235
Cl 0.4077 1.1389 1.4034 0.5141
Cl 0.8301 2.5176 -1.1077 0.5114
Cl 1.4525 3.8336 1.4063 0.5081
C 4.5341 5.2127 -1.4070 -2.0213
Cl 5.8976 4.5032 -2.2876 0.5265
Cl 3.1523 4.1047 -1.4584 0.4576
Cl 5.0004 5.4921 0.2811 0.5150
Cl 4.0834 6.7549 -2.1571 0.5114
C 0.2970 7.8130 1.7836 -2.0336
Cl 1.6678 7.1056 0.9121 0.4831
Cl -1.0943 6.7221 1.6855 0.5026
Cl 0.7391 8.0535 3.4826 0.5242
Cl -0.1237 9.3731 1.0559 0.5247
C -7.2793 4.9640 11.2644 -2.0264
Cl -7.5974 6.6928 11.4897 0.5212
Cl -8.3561 4.0238 12.3125 0.5196
Cl -7.5720 4.5253 9.5716 0.5156
Cl -5.5939 4.6127 11.6794 0.4620
```

Computed properties:
- Electronic energy: -25113.581690 Ha
- LUMO energy: -0.151 eV
- HOMO-LUMO gap: 9.26 eV

Record 3
Molecular formula: C33H58ClNO6S2
Method: DFT, ωB97M-V with the def2-TZVPD basis set

XYZ file:
```
101
Properties=species:S:1:pos:R:3:lowdin_charge:R:1
C -8.0022 1.0187 -0.3690 -0.1081
C -7.2574 -0.0790 0.4352 -0.2457
C -6.3466 -0.9943 -0.4360 -0.1643
C -4.8813 -0.4887 -0.3430 -0.2358
N -3.8921 -1.6020 -0.4353 -0.1922
C -3.6562 -2.1165 0.9219 -0.2016
C -2.4830 -3.1394 1.0298 -0.1550
C -1.2414 -2.4105 1.5770 -0.2083
C -0.1732 -3.3330 2.2150 -0.1015
C 0.6910 -2.4804 3.1195 -0.0924
C 1.2322 -2.8166 4.2710 -0.1035
C 1.0964 -4.1944 4.8643 -0.1044
C 2.5363 -4.7877 5.1252 -0.2344
C 2.6787 -6.2427 4.6331 -0.5450
Cl 4.0559 -6.3865 3.4556 0.5081
C 2.0131 -1.7325 4.9976 -0.3230
O 3.0284 -1.9282 5.5662 0.1441
C 1.3986 -0.3563 4.8888 0.0651
C 0.8711 -0.0237 3.7402 -0.1339
C 0.1693 1.2612 3.3818 -0.1339
C 0.2423 2.3743 4.4402 -0.1582
C -0.9593 3.3373 4.2153 -0.0856
C -0.8274 4.2300 2.9941 -0.5507
O -1.3436 5.2913 3.0023 0.1198
O -0.1711 3.8095 1.9060 0.1079
C 0.9373 -1.0632 2.6429 -0.3180
O 1.1942 -0.7847 1.5236 0.1393
C -2.7015 -1.0232 -0.9817 -1.0510
S -1.9954 0.3423 -0.3904 0.7376
S -1.9388 -1.8412 -2.3552 0.9264
C -0.2103 -1.2452 -2.3959 -0.4950
C -0.1116 0.0867 -3.1842 -0.3305
C 1.1799 0.8422 -2.7643 -0.0897
H -9.0408 1.0567 -0.0287 0.0633
H -7.5993 2.0162 -0.1706 0.0651
H -7.9885 0.8672 -1.4506 0.0643
H -6.7058 0.4200 1.2352 0.0933
H -8.0132 -0.7143 0.9069 0.0944
H -6.6622 -0.8175 -1.4656 0.0955
H -6.4572 -2.0440 -0.1672 0.1012
H -4.7403 0.2070 -1.1707 0.1078
H -4.7107 0.1114 0.5580 0.0897
H -4.5543 -2.6881 1.1877 0.1170
H -3.5672 -1.3205 1.6739 0.1103
H -2.2849 -3.6075 0.0629 0.1021
H -2.8274 -3.9181 1.7187 0.1079
H -0.7682 -1.9129 0.7343 0.0625
H -1.5728 -1.6993 2.3394 0.1166
H 0.3968 -3.8378 1.4279 0.1360
H -0.6626 -4.1112 2.8053 0.1063
H 0.6078 -4.8960 4.1907 0.0886
H 0.5354 -4.1954 5.8031 0.1253
H 2.7509 -4.7195 6.1905 0.1090
H 3.2463 -4.1859 4.5654 0.0773
H 1.7914 -6.6028 4.1181 0.0597
H 2.9564 -6.9019 5.4513 0.0610
H 1.3650 0.3260 5.7303 0.1187
H 0.5258 1.5664 2.3960 0.1160
H -0.8897 0.9986 3.2351 0.1288
H 0.1207 1.9798 5.4496 0.1047
H 1.1724 2.9272 4.2948 0.1282
H -1.8638 2.7422 4.0596 0.1271
H -1.0955 4.0155 5.0529 0.1211
H -0.4769 4.3093 1.1345 0.1358
H 0.3387 -2.0064 -2.9587 0.0770
H 0.2241 -1.1840 -1.3949 0.0538
H -0.1205 -0.1865 -4.2441 0.0989
H -1.0120 0.6781 -3.0207 0.0598
H 1.1915 0.8455 -1.6678 0.0598
H 1.2361 1.8571 -3.1528 0.0668
H 2.0319 0.2257 -3.0689 0.0711
C 4.0942 0.9168 0.3439 -0.0712
C 4.4112 -0.0044 -0.8182 -0.2773
O 5.0509 0.6430 -1.9057 -0.1625
C 6.2984 1.2520 -1.6265 -0.2839
C 7.3553 0.2847 -1.1205 -0.0808
H 3.4628 1.7448 0.0148 0.0823
H 3.5702 0.3613 1.1225 0.0611
H 4.9936 1.3475 0.7874 0.0671
H 3.4774 -0.4083 -1.2103 0.1003
H 5.0043 -0.8625 -0.4828 0.1093
H 6.1657 2.0848 -0.9267 0.1060
H 6.6358 1.6891 -2.5674 0.1167
H 7.0691 -0.1771 -0.1748 0.0651
H 8.3008 0.8064 -0.9652 0.0759
H 7.5141 -0.5177 -1.8432 0.0807
C -1.4136 3.9728 -7.4078 -0.0799
C -0.7171 3.8662 -6.0613 -0.2813
O 0.0997 2.7166 -5.9278 -0.1716
C 1.1636 2.5978 -6.8567 -0.2801
C 2.1566 3.7463 -6.8038 -0.0782
H -2.0252 3.0875 -7.5910 0.0816
H -2.0557 4.8544 -7.4322 0.0768
H -0.7024 4.0569 -8.2305 0.0647
H -1.4715 3.7918 -5.2769 0.1176
H -0.1375 4.7717 -5.8504 0.1063
H 0.7691 2.4694 -7.8708 0.1061
H 1.6791 1.6699 -6.6048 0.1175
H 1.6929 4.7014 -7.0546 0.0650
H 2.9701 3.5742 -7.5099 0.0772
H 2.5783 3.8388 -5.8014 0.0811
```

Computed properties:
- Structure (SMILES): CCCCN(CCCCC1=C(CCCCl)C(=O)C=C(CCCC(=O)O)C1=O)C(=S)SCCC.CCOCC.CCOCC
- Electronic energy: -3054.865571 Ha
- LUMO energy: -0.298 eV
- HOMO-LUMO gap: 8.22 eV

Record 4
Molecular formula: C11H18FNSi
Method: DFT, ωB97M-V with the def2-TZVPD basis set

XYZ file:
```
32
Properties=species:S:1:pos:R:3:lowdin_charge:R:1
C 4.3155 -1.0336 0.4605 -0.1020
C 3.2271 -1.1147 1.3024 -0.0904
C 4.1516 -0.2444 -0.6862 -0.0962
C 2.0288 -0.4026 1.0242 -0.1099
C 2.9396 0.3780 -0.9539 -0.1146
C 1.8117 0.3151 -0.1325 -0.3000
C -2.0767 -1.4338 1.5483 -0.1040
C -3.3838 -0.2409 -0.3411 -0.1066
C -1.6970 -2.1881 -0.8662 -0.1304
C -1.0838 3.4597 -0.3621 -0.2263
C -2.1252 -1.0509 0.0786 -0.3830
N -0.0166 2.5616 -0.0235 -0.2134
F -0.0169 1.1178 -2.2306 -0.1693
Si 0.1175 0.9489 -0.6299 0.6203
H 5.2782 -1.3471 0.9326 0.1196
H 3.2640 -1.7463 2.1595 0.0883
H 5.0650 -0.2378 -1.3290 0.1131
H 1.0775 -0.5144 1.5859 0.0931
H 2.7159 0.8076 -1.9794 0.1176
H -1.4936 -2.2206 1.5812 0.0012
H -1.7154 -0.5313 2.0851 0.0838
H -3.0482 -1.5737 2.1210 0.1046
H -3.1168 0.5516 -1.0880 0.0695
H -3.9423 0.0992 0.5239 0.0581
H -4.1270 -0.9092 -0.8295 0.0772
H -0.6713 -2.5684 -0.5397 0.0842
H -2.3487 -3.0791 -0.7556 0.0808
H -1.5405 -1.9845 -1.9478 0.0770
H -1.9282 3.4178 0.3814 0.0680
H -0.8658 4.5529 -0.2744 0.0821
H -1.5676 3.0971 -1.3113 0.0745
H 0.7728 3.1139 0.4961 0.1333
```

Computed properties:
- Electronic energy: -873.988386 Ha
- LUMO energy (alpha / beta): -0.109 / 0.400 eV
- HOMO-LUMO gap (alpha / beta): 7.38 / 7.62 eV

Question: The highest electronic energy belongs to which entry?
Answer: C11H18FNSi